{
  "formula": "H26O13",
  "method": "ωB97M-V/def2-TZVPD",
  "lumo_energy_ev": -0.203,
  "e_above_lowest_kcal_mol": 359.9,
  "homo_lumo_gap_ev": 6.50,
  "max_force_ev_per_a": 10.3,
  "spin_multiplicity": 1,
  "elements": ["H", "H", "H", "H", "H", "H", "H", "H", "H", "H", "H", "H", "H", "H", "H", "H", "H", "H", "H", "H", "H", "H", "H", "H", "H", "H", "O", "O", "O", "O", "O", "O", "O", "O", "O", "O", "O", "O", "O"],
  "positions_angstrom": [[0.0818, 0.7367, -0.3236], [-0.6419, -0.5123, -0.9946], [1.1501, 4.0803, 0.0727], [0.3351, 4.2947, 1.1391], [1.5359, -1.5059, -3.6609], [0.9005, -0.8373, -2.5005], [2.6214, -0.1299, 2.3558], [2.4724, -1.4979, 3.1126], [-1.5435, 3.1788, -2.7992], [-2.1841, 1.8612, -3.1693], [2.7297, -1.2318, -0.3603], [1.9455, -0.3181, 0.4906], [-1.7400, 0.3285, 2.0452], [-0.3262, 0.3304, 1.4130], [-1.5841, -2.0882, 2.7266], [-2.4277, -1.9463, 1.3848], [0.7409, 5.2184, -1.4139], [1.6550, 4.1700, -1.8347], [0.7295, -2.9674, 3.1480], [1.0695, -2.2421, 1.9559], [-3.7220, -2.3859, -2.2033], [-2.2755, -2.1271, -1.7800], [-0.1875, -3.0674, -3.8602], [1.2299, -3.0647, -3.1870], [0.2708, 0.1100, 3.6868], [-0.2872, 0.7783, 5.0875], [-0.5868, 0.0773, -0.1994], [0.8675, 4.8368, 0.5249], [0.6851, -1.1120, -3.4569], [2.3118, -1.0372, 2.2573], [-1.3775, 2.2941, -3.1555], [2.8522, -0.8161, 0.4651], [-1.1130, -0.0867, 1.4381], [-1.8420, -1.5302, 1.9687], [0.7546, 4.3695, -1.8771], [0.3070, -2.4130, 2.4326], [-3.1616, -2.0132, -1.5041], [0.3513, -3.2424, -3.0777], [-0.3672, 0.7775, 4.1179]],
  "atomic_forces_ev_per_a": [[0.7, 0.9, -1.4], [0.5, 0.9, -0.1], [1.1, -1.4, -1.9], [-0.3, 1.2, 0.4], [0.1, 0.4, -0.7], [-1.0, -0.2, -2.0], [0.3, -0.3, 0.3], [-0.2, 1.0, -0.3], [0.2, -0.3, -0.1], [-2.5, -1.3, 0.0], [0.4, -0.9, -2.1], [2.4, -1.4, -0.1], [0.9, 0.2, 0.6], [3.6, 3.3, 0.9], [-0.8, -0.4, -0.8], [-1.7, -1.9, -1.0], [-0.5, -0.1, -0.1], [2.3, -0.8, -0.5], [-1.1, 0.5, -0.8], [1.9, 1.1, -2.1], [0.4, 0.2, 0.3], [1.4, -0.3, -0.6], [0.9, 0.2, 0.3], [2.8, 0.3, -0.9], [-1.6, 1.2, 1.4], [0.3, -0.4, -0.7], [2.3, -1.3, -9.9], [-1.0, 0.3, 2.8], [1.5, 3.5, 2.0], [-0.4, -0.6, 6.7], [2.4, 1.6, 0.1], [-1.4, 3.0, -4.5], [-2.7, 6.4, 6.2], [-4.2, -7.5, 4.8], [-1.8, 0.7, -0.7], [-0.8, -2.9, 3.4], [-1.8, 0.1, 0.2], [-4.3, -4.0, 1.3], [1.2, -1.0, -0.6]]
}


{
  "formula": "H26O13",
  "method": "ωB97M-V/def2-TZVPD",
  "lumo_energy_ev": -0.253,
  "e_above_lowest_kcal_mol": 130.0,
  "homo_lumo_gap_ev": 10.34,
  "max_force_ev_per_a": 6.4,
  "spin_multiplicity": 1,
  "elements": ["O", "H", "H", "O", "H", "H", "O", "H", "H", "O", "H", "H", "O", "H", "H", "O", "H", "H", "O", "H", "H", "O", "H", "H", "O", "H", "H", "O", "H", "H", "O", "H", "H", "O", "H", "H", "O", "H", "H"],
  "positions_angstrom": [[0.0994, -2.6065, 2.0064], [-0.6456, -2.3655, 2.6864], [0.2614, -3.5005, 2.1484], [1.3244, 2.1515, -3.1306], [1.4804, 1.9445, -2.0766], [0.5204, 2.3065, -3.6376], [-2.3966, -1.3235, 0.2384], [-1.6536, -0.9335, -0.0256], [-2.7166, -0.9825, 1.0204], [1.8324, -0.5665, 1.9984], [2.2474, -0.1875, 2.7174], [1.4074, -1.3655, 2.0654], [2.6164, -1.3015, -1.2606], [1.8094, -0.9955, -0.8856], [2.2194, -2.2435, -1.4486], [3.3764, 1.4015, 1.2284], [3.1114, 0.4665, 1.2014], [2.7324, 1.7595, 2.0134], [-0.5786, -4.0455, -0.3086], [-1.2536, -4.7505, 0.1254], [-0.4136, -3.2805, 0.3164], [-2.9736, 1.4215, 0.7994], [-2.6456, 1.4365, -0.1696], [-3.8186, 0.8905, 0.9974], [-2.2176, 1.4825, -1.8726], [-1.7306, 0.9105, -2.4396], [-1.8576, 2.4795, -2.0256], [0.7564, 2.1505, -0.4076], [0.4634, 3.0075, -0.2006], [1.6364, 2.3225, 0.1154], [-0.5636, 1.4245, 2.5434], [-1.2096, 0.8545, 2.2294], [-1.0736, 2.1665, 2.5974], [-0.7756, -0.0475, -2.9466], [-0.2076, 0.1415, -2.1806], [-0.2526, -0.2985, -3.7856], [0.2504, -0.1395, -0.3776], [0.1764, 0.8295, -0.2216], [0.6634, -0.6145, 0.3524]],
  "atomic_forces_ev_per_a": [[-2.6, 3.2, 1.8], [2.1, -0.6, -2.0], [0.6, -2.7, 0.4], [2.5, -0.6, 2.3], [-2.2, 1.0, -4.2], [-0.3, -0.3, 1.5], [-4.2, -4.6, -0.8], [4.9, 2.9, -1.5], [-0.6, 1.5, 2.3], [0.5, 2.4, -3.4], [0.8, 0.3, 2.7], [-1.4, -3.2, 1.3], [-0.5, -3.9, -0.9], [-1.0, 1.5, 0.4], [1.8, 2.2, 0.1], [-2.5, 1.8, 2.8], [0.0, 0.1, -0.4], [2.4, -1.2, -2.8], [-1.6, -1.7, 1.8], [2.4, 3.0, -1.3], [-1.0, -1.4, -0.8], [-0.8, -0.5, 0.3], [-1.3, -0.8, 1.3], [2.1, 1.4, -1.5], [-0.7, 6.1, 1.8], [0.8, -1.0, -1.5], [-1.3, -3.8, 0.3], [3.9, 1.3, 1.6], [-1.9, 2.0, -0.2], [-1.3, -1.8, -1.2], [3.6, -1.3, 0.8], [-1.8, -2.2, -1.3], [-1.9, 3.6, 0.4], [1.4, -1.5, -2.7], [0.6, -0.7, -0.5], [-0.9, 0.8, 2.5], [-0.9, -1.5, -0.4], [0.3, -0.7, 0.7], [-0.3, 0.8, 0.3]]
}


{
  "formula": "H26O13",
  "method": "ωB97M-V/def2-TZVPD",
  "lumo_energy_ev": -0.631,
  "e_above_lowest_kcal_mol": 98.8,
  "homo_lumo_gap_ev": 10.46,
  "max_force_ev_per_a": 1.3,
  "spin_multiplicity": 1,
  "elements": ["H", "H", "H", "H", "H", "H", "H", "H", "H", "H", "H", "H", "H", "H", "H", "H", "H", "H", "H", "H", "H", "H", "H", "H", "H", "H", "O", "O", "O", "O", "O", "O", "O", "O", "O", "O", "O", "O", "O"],
  "positions_angstrom": [[1.0375, 0.6784, -0.1260], [-0.2592, 1.4054, 0.1902], [2.2766, 0.4419, 3.9581], [2.1826, 1.6488, 4.8771], [-2.8425, -2.2284, 1.7870], [-2.9746, -2.1975, 0.2732], [4.1521, -1.2211, -2.5468], [2.6854, -1.2465, -2.9447], [2.7595, 4.3795, -0.7985], [1.3269, 4.0589, -1.1923], [-4.1961, 1.5114, -1.9434], [-4.2608, 0.0103, -1.7144], [-3.0647, 3.3446, -0.2666], [-4.2279, 2.4150, -0.5713], [1.1434, -4.1384, -3.0223], [0.5774, -2.7287, -2.9735], [0.5829, -1.1635, -0.2080], [-0.8589, -1.2707, 0.2607], [2.1347, -0.3096, 0.7519], [1.9501, -0.9947, 2.0960], [3.9029, 0.6498, -0.8009], [4.2975, 2.0166, -0.2660], [-5.4919, 0.7817, 0.4444], [-4.3835, -0.2258, 0.1864], [0.2004, -2.1260, 1.7973], [-0.6036, -3.3323, 2.2539], [0.6069, 1.5363, -0.2121], [2.8191, 1.1058, 4.3984], [-2.3936, -1.9218, 0.9911], [3.5038, -1.7491, -3.0262], [2.1506, 4.4143, -1.5448], [-4.8194, 0.7919, -1.7922], [-3.3448, 2.4259, -0.1853], [0.9887, -3.4021, -2.4199], [-0.0855, -1.8070, 0.0528], [2.4090, -0.2594, 1.6745], [4.6541, 1.2493, -0.7275], [-4.7626, 0.3261, 0.8798], [0.2274, -2.8695, 2.4100]],
  "atomic_forces_ev_per_a": [[-0.2, 0.6, 0.0], [-0.1, 0.1, 0.1], [0.2, 0.1, -0.1], [0.1, 0.0, 0.0], [0.0, 0.3, 0.1], [0.1, -0.2, 0.0], [0.1, -0.1, -0.1], [0.1, -0.2, -0.1], [-0.1, 0.1, -0.1], [0.1, -0.1, 0.0], [0.2, -0.3, -0.3], [0.0, 0.2, -0.3], [0.1, 0.0, 0.1], [0.0, 0.0, 0.6], [0.1, 0.1, 0.1], [0.0, -0.1, 0.1], [0.0, -0.4, -0.4], [-0.3, -0.2, 0.1], [0.4, -0.2, 0.4], [0.1, -0.3, 0.0], [0.2, 0.1, 0.1], [0.1, -0.1, 0.0], [0.1, -0.2, 0.0], [-0.1, 0.3, 0.4], [-0.2, -0.5, -0.3], [0.2, 0.1, -0.1], [-0.1, -0.1, -0.2], [-0.2, 0.0, 0.1], [-0.8, -0.2, 0.1], [0.0, 0.3, 0.1], [0.0, 0.0, 0.2], [-0.2, -0.1, -0.6], [0.3, 0.6, -0.3], [-0.2, 0.0, -0.2], [0.6, 0.9, -0.6], [-0.2, 0.1, -0.1], [-0.2, -0.1, -0.1], [-0.2, -0.5, 0.5], [0.1, -0.1, 1.0]]
}


{
  "formula": "H26O13",
  "method": "ωB97M-V/def2-TZVPD",
  "lumo_energy_ev": [-3.069, -10.672],
  "e_above_lowest_kcal_mol": 26.4,
  "homo_lumo_gap_ev": [11.27, 3.20],
  "max_force_ev_per_a": 1.4,
  "spin_multiplicity": 2,
  "charge": 1,
  "elements": ["O", "H", "H", "O", "H", "H", "O", "H", "H", "O", "H", "H", "O", "H", "H", "O", "H", "H", "O", "H", "H", "O", "H", "H", "O", "H", "H", "O", "H", "H", "O", "H", "H", "O", "H", "H", "O", "H", "H"],
  "positions_angstrom": [[-16.5578, 9.5143, 10.9596], [-16.2992, 10.2893, 11.4583], [-15.7601, 9.2445, 10.5046], [-10.9616, 8.8074, 9.0812], [-11.4189, 8.1584, 8.5464], [-10.0586, 8.7861, 8.7644], [-16.9756, 10.3411, 7.5094], [-17.3237, 9.6043, 8.0116], [-17.5976, 11.0520, 7.6638], [-13.1459, 12.3458, 8.2419], [-12.8384, 11.6305, 7.6852], [-14.1004, 12.2974, 8.1896], [-17.5446, 8.0261, 8.8942], [-17.3204, 8.3233, 9.7760], [-18.0600, 7.2314, 9.0325], [-16.9372, 8.2440, 5.3103], [-17.6777, 7.6375, 5.3156], [-17.2194, 8.9720, 5.8639], [-14.2841, 7.3547, 5.3065], [-15.1125, 7.8207, 5.4200], [-14.5395, 6.4765, 5.0240], [-14.4051, 9.1675, 7.6485], [-15.3619, 9.1952, 7.6594], [-14.1624, 8.9086, 8.5375], [-14.6987, 5.7568, 8.7306], [-14.6318, 6.6857, 8.9516], [-15.6354, 5.5655, 8.7786], [-13.7702, 8.8610, 10.3167], [-13.8596, 8.7948, 11.2674], [-12.8643, 9.1380, 10.1796], [-12.3491, 10.5529, 6.1995], [-12.0790, 10.4825, 5.2839], [-13.0147, 9.8732, 6.3062], [-11.2566, 7.0960, 6.9462], [-11.9781, 7.7188, 6.8585], [-11.0702, 6.8167, 6.0499], [-16.5488, 12.2994, 5.5946], [-16.3554, 11.4370, 5.9620], [-16.4620, 12.9004, 6.3345]],
  "atomic_forces_ev_per_a": [[-0.2, -0.2, -0.1], [-0.1, 0.2, 0.2], [0.5, 0.1, -0.1], [-0.8, 0.5, 0.6], [0.4, -0.4, 0.0], [0.2, 0.0, -0.1], [0.4, 0.1, -0.3], [-0.6, -0.8, 0.5], [-0.2, 0.3, -0.1], [0.1, 0.4, 0.7], [0.7, -0.8, -1.0], [-0.7, 0.1, -0.1], [0.3, -0.1, -0.5], [-0.2, 0.4, 0.7], [-0.3, -0.2, -0.2], [0.4, -0.1, 0.0], [-0.2, -0.3, -0.1], [-0.2, 0.5, 0.2], [1.2, 0.3, 0.2], [-1.2, 0.4, 0.0], [0.0, -0.6, 0.0], [0.7, 0.2, -1.0], [-0.7, 0.2, -0.2], [0.3, -0.2, 1.0], [0.2, -0.1, -0.2], [0.1, 0.2, 0.2], [-0.2, -0.1, 0.0], [-0.4, 0.0, -0.3], [0.0, -0.3, 0.4], [0.9, 0.1, -0.1], [0.0, 0.1, 0.5], [0.2, 0.3, -0.4], [-0.5, -0.4, 0.1], [0.0, 0.0, 0.2], [-0.4, 0.0, -0.4], [0.1, -0.2, -0.2], [0.0, 0.1, -0.2], [0.0, -0.2, 0.0], [0.0, 0.3, 0.1]]
}


Copy entry 1 word for word.
{
  "formula": "H26O13",
  "method": "ωB97M-V/def2-TZVPD",
  "lumo_energy_ev": -0.203,
  "e_above_lowest_kcal_mol": 359.9,
  "homo_lumo_gap_ev": 6.50,
  "max_force_ev_per_a": 10.3,
  "spin_multiplicity": 1,
  "elements": ["H", "H", "H", "H", "H", "H", "H", "H", "H", "H", "H", "H", "H", "H", "H", "H", "H", "H", "H", "H", "H", "H", "H", "H", "H", "H", "O", "O", "O", "O", "O", "O", "O", "O", "O", "O", "O", "O", "O"],
  "positions_angstrom": [[0.0818, 0.7367, -0.3236], [-0.6419, -0.5123, -0.9946], [1.1501, 4.0803, 0.0727], [0.3351, 4.2947, 1.1391], [1.5359, -1.5059, -3.6609], [0.9005, -0.8373, -2.5005], [2.6214, -0.1299, 2.3558], [2.4724, -1.4979, 3.1126], [-1.5435, 3.1788, -2.7992], [-2.1841, 1.8612, -3.1693], [2.7297, -1.2318, -0.3603], [1.9455, -0.3181, 0.4906], [-1.7400, 0.3285, 2.0452], [-0.3262, 0.3304, 1.4130], [-1.5841, -2.0882, 2.7266], [-2.4277, -1.9463, 1.3848], [0.7409, 5.2184, -1.4139], [1.6550, 4.1700, -1.8347], [0.7295, -2.9674, 3.1480], [1.0695, -2.2421, 1.9559], [-3.7220, -2.3859, -2.2033], [-2.2755, -2.1271, -1.7800], [-0.1875, -3.0674, -3.8602], [1.2299, -3.0647, -3.1870], [0.2708, 0.1100, 3.6868], [-0.2872, 0.7783, 5.0875], [-0.5868, 0.0773, -0.1994], [0.8675, 4.8368, 0.5249], [0.6851, -1.1120, -3.4569], [2.3118, -1.0372, 2.2573], [-1.3775, 2.2941, -3.1555], [2.8522, -0.8161, 0.4651], [-1.1130, -0.0867, 1.4381], [-1.8420, -1.5302, 1.9687], [0.7546, 4.3695, -1.8771], [0.3070, -2.4130, 2.4326], [-3.1616, -2.0132, -1.5041], [0.3513, -3.2424, -3.0777], [-0.3672, 0.7775, 4.1179]],
  "atomic_forces_ev_per_a": [[0.7, 0.9, -1.4], [0.5, 0.9, -0.1], [1.1, -1.4, -1.9], [-0.3, 1.2, 0.4], [0.1, 0.4, -0.7], [-1.0, -0.2, -2.0], [0.3, -0.3, 0.3], [-0.2, 1.0, -0.3], [0.2, -0.3, -0.1], [-2.5, -1.3, 0.0], [0.4, -0.9, -2.1], [2.4, -1.4, -0.1], [0.9, 0.2, 0.6], [3.6, 3.3, 0.9], [-0.8, -0.4, -0.8], [-1.7, -1.9, -1.0], [-0.5, -0.1, -0.1], [2.3, -0.8, -0.5], [-1.1, 0.5, -0.8], [1.9, 1.1, -2.1], [0.4, 0.2, 0.3], [1.4, -0.3, -0.6], [0.9, 0.2, 0.3], [2.8, 0.3, -0.9], [-1.6, 1.2, 1.4], [0.3, -0.4, -0.7], [2.3, -1.3, -9.9], [-1.0, 0.3, 2.8], [1.5, 3.5, 2.0], [-0.4, -0.6, 6.7], [2.4, 1.6, 0.1], [-1.4, 3.0, -4.5], [-2.7, 6.4, 6.2], [-4.2, -7.5, 4.8], [-1.8, 0.7, -0.7], [-0.8, -2.9, 3.4], [-1.8, 0.1, 0.2], [-4.3, -4.0, 1.3], [1.2, -1.0, -0.6]]
}